Entry 1:
# C34H28Br2ClN4O3Zr

A structure of composition C34H28Br2ClN4O3Zr (the ωB97M-V functional and the def2-TZVPD basis, OMol25).

ORCA input file:
```
! wB97M-V def2-TZVPD RIJCOSX def2/J DEFGRID3
* xyz 1 1
Zr 0.56 0.41 0.28
C 4.14 3.15 1.46
C 3.79 4.36 0.88
C 2.59 4.46 0.20
C 1.76 3.34 0.10
C 2.07 2.10 0.70
C 3.29 2.05 1.37
C 0.48 3.39 -0.61
C -0.26 4.63 -0.81
C -1.59 4.60 -1.00
C -2.28 3.32 -1.08
C -3.59 3.14 -0.91
C -4.12 1.75 -0.72
C -3.33 0.66 -1.47
C -1.91 1.02 -1.74
C -1.40 2.18 -1.33
N -0.04 2.24 -0.96
H 5.08 3.05 1.98
H 4.45 5.21 0.96
H 2.32 5.40 -0.27
H 3.62 1.12 1.82
H 0.26 5.57 -0.67
H -2.16 5.52 -1.03
H -4.27 3.98 -0.79
H -5.18 1.67 -0.95
H -3.87 0.51 -2.42
H -1.26 0.21 -2.04
Br -4.17 1.51 1.26
C -3.28 -0.71 -0.78
C -4.24 -1.68 -1.13
C -4.20 -2.94 -0.63
Br -5.54 -4.17 -1.14
C -3.15 -3.33 0.24
C -3.01 -4.64 0.77
C -1.96 -4.92 1.59
C -1.03 -3.90 1.87
N -1.12 -2.68 1.41
C -2.17 -2.37 0.60
C -2.27 -1.04 0.10
O -1.37 -0.15 0.54
H -5.03 -1.40 -1.82
H -3.74 -5.39 0.52
H -1.82 -5.91 2.01
H -0.18 -4.12 2.51
N -0.26 1.36 2.34
C 0.50 1.33 3.62
C 0.76 -0.10 4.06
C 1.81 -0.83 3.24
N 1.39 -1.06 1.84
H -0.52 2.33 2.14
H -1.14 0.87 2.46
H -0.06 1.85 4.39
H 1.44 1.86 3.46
H -0.18 -0.67 4.05
H 1.09 -0.09 5.09
H 2.04 -1.79 3.71
H 2.73 -0.25 3.22
H 0.57 -1.70 1.82
H 2.14 -1.54 1.34
Cl 4.13 -4.29 -5.86
C 3.40 -3.35 -4.61
C 2.03 -3.38 -4.45
C 1.45 -2.63 -3.44
C 2.25 -1.85 -2.61
C 3.63 -1.82 -2.78
C 4.22 -2.57 -3.79
C 1.64 -1.06 -1.54
O 2.33 -0.31 -0.77
O 0.38 -1.09 -1.32
H 1.42 -3.99 -5.11
H 0.38 -2.65 -3.29
H 4.24 -1.20 -2.14
H 5.28 -2.56 -3.94
*
```

The calculation puts the molecular weight at 827.1 g mol⁻¹. The energy above the lowest of the compared OMol25 structures with the same formula, charge and spin comes out at 2.4310 eV. As for the lowest unoccupied orbital energy: -3.8 eV. For the HOMO energy, the calculation gives -0.3817 Eh.

=====

Entry 2:
# C34H28F3Sn

A structure of composition C34H28F3Sn at a distorted geometry (the ωB97M-V functional and the def2-TZVPD basis, OMol25).

ORCA input file:
```
! wB97M-V def2-TZVPD RIJCOSX def2/J DEFGRID3
* xyz -1 1
C 2.04 4.35 -0.05
C 2.84 3.22 -0.27
C 2.48 1.98 0.28
C 1.33 1.86 1.07
Sn 0.66 -0.01 2.05
C -0.93 -0.74 0.74
C -1.35 0.02 -0.34
C -2.29 -0.51 -1.24
C -2.82 -1.80 -1.04
C -2.39 -2.55 0.07
C -1.44 -2.02 0.96
C 2.39 -1.29 1.58
C 2.35 -2.22 0.54
C 3.55 -2.75 0.02
C 4.79 -2.41 0.57
C 4.81 -1.56 1.68
C 3.62 -1.02 2.20
C -0.24 0.38 4.11
C -1.46 -0.44 4.43
C -2.48 -0.11 5.37
C 0.52 2.97 1.27
C 0.88 4.22 0.71
H 2.31 5.32 -0.48
H 3.74 3.31 -0.87
H 3.13 1.12 0.09
H -0.96 1.02 -0.51
H -2.63 0.08 -2.09
H -3.55 -2.21 -1.73
H -2.80 -3.54 0.25
H -1.12 -2.62 1.82
H 1.40 -2.52 0.10
H 3.51 -3.43 -0.83
H 5.71 -2.80 0.15
H 5.77 -1.31 2.15
H 3.67 -0.36 3.08
H 0.71 0.16 4.65
H -0.43 1.46 4.05
H -1.44 -1.44 3.92
H -3.20 -0.90 5.63
H -2.08 0.52 6.19
H -0.39 2.90 1.87
H 0.24 5.09 0.88
F -8.15 0.40 9.16
C -6.78 0.47 8.96
C -5.98 0.91 10.01
C -4.62 0.95 9.72
F -3.76 1.25 10.76
C -4.08 0.72 8.45
C -4.93 0.45 7.34
C -4.40 0.61 5.93
C -5.26 0.19 4.79
C -4.75 -0.47 3.64
C -5.59 -0.82 2.57
C -6.97 -0.50 2.62
C -7.46 0.13 3.76
F -8.79 0.52 3.80
C -6.64 0.53 4.82
C -6.29 0.12 7.70
H -6.39 1.17 10.98
H -2.99 0.79 8.32
H -3.91 1.63 5.73
H -3.69 -0.78 3.62
H -5.17 -1.33 1.71
H -7.63 -0.69 1.78
H -7.07 1.10 5.65
H -7.00 -0.35 6.99
*
```

The calculation puts the molecular weight at 612.3 g mol⁻¹. As for the lowest unoccupied orbital energy: 2.3 eV. For the HOMO energy, the calculation gives -0.0843 Eh.

=====

Entry 3:
# C34H28IN10O2SSeTi

A structure of composition C34H28IN10O2SSeTi at a distorted geometry (the ωB97M-V functional and the def2-TZVPD basis, OMol25).

ORCA input file:
```
! wB97M-V def2-TZVPD RIJCOSX def2/J DEFGRID3
* xyz 0 2
Ti 0.08 -0.32 -0.30
S -1.91 6.11 -3.67
N -2.79 5.11 -2.75
C -2.02 4.06 -2.50
C -2.41 2.91 -1.71
C -3.67 2.74 -1.14
C -3.92 1.60 -0.42
C -2.91 0.66 -0.25
N -1.70 0.82 -0.77
C -1.46 1.91 -1.52
C -0.14 1.98 -2.18
N 0.67 0.93 -2.00
C 1.87 0.91 -2.57
C 2.30 1.96 -3.38
C 1.48 3.05 -3.57
C 0.23 3.07 -2.95
C -0.74 4.15 -3.10
N -0.55 5.26 -3.79
H -4.43 3.50 -1.27
H -4.89 1.41 0.03
H -3.06 -0.24 0.33
H 2.49 0.04 -2.39
H 3.28 1.90 -3.83
H 1.79 3.89 -4.18
C 0.98 3.85 2.25
N 1.98 2.80 2.39
C 2.58 2.68 3.71
C 1.82 1.69 1.59
N 0.93 1.58 0.67
N 2.70 0.66 1.86
C 2.89 -0.48 1.10
N 3.98 -1.21 1.47
N 2.08 -0.84 0.18
H 1.29 4.71 2.84
H -0.01 3.53 2.58
H 0.92 4.19 1.22
H 2.63 3.67 4.15
H 3.61 2.33 3.66
H 2.00 2.03 4.38
H 0.35 2.41 0.62
H 3.38 0.82 2.58
H 4.80 -0.67 1.73
H 4.22 -1.93 0.79
H 2.44 -1.68 -0.30
I -1.70 -0.85 -3.72
C -0.61 -2.62 -3.46
C -0.42 -3.31 -4.63
C 0.13 -4.60 -4.62
C 0.39 -5.19 -3.42
C 0.20 -4.49 -2.21
C 0.45 -5.17 -0.99
C 0.31 -4.53 0.19
C 0.01 -3.15 0.19
C -0.24 -2.40 -0.95
C -0.24 -3.14 -2.19
H -0.72 -2.87 -5.57
H 0.29 -5.13 -5.55
H 0.77 -6.21 -3.37
H 0.76 -6.21 -1.04
H 0.49 -5.04 1.13
H 0.04 -2.65 1.16
Se 3.61 -2.70 -2.13
C 4.47 -1.10 -1.85
N 4.94 -0.07 -1.59
O -1.43 1.40 2.45
C -1.37 0.18 2.39
O -0.70 -0.49 1.50
C -2.12 -0.68 3.37
C -2.62 -0.10 4.53
C -3.34 -0.86 5.44
C -3.57 -2.21 5.19
C -3.08 -2.79 4.02
C -2.35 -2.03 3.12
H -2.44 0.96 4.70
H -3.71 -0.41 6.35
H -4.13 -2.80 5.89
H -3.27 -3.83 3.82
H -1.96 -2.47 2.21
*
```

The calculation puts the molecular weight at 894.5 g mol⁻¹. The energy above the lowest of the compared OMol25 structures with the same formula, charge and spin comes out at 0.6511 eV. As for the lowest unoccupied orbital energy (spin up / spin down): -1.1 / -1.1 eV. For the HOMO energy (spin up / spin down), the calculation gives -0.2595 / -0.2600 Eh. The expectation value of S² is 0.755.

=====

Entry 4:
# C34H28N2O4PRuS3

A structure of composition C34H28N2O4PRuS3 at a distorted geometry (the ωB97M-V functional and the def2-TZVPD basis, OMol25).

ORCA input file:
```
! wB97M-V def2-TZVPD RIJCOSX def2/J DEFGRID3
* xyz 0 2
Ru -0.05 -0.08 0.87
C 2.24 -0.12 -2.05
C 2.15 0.76 -0.85
N 2.16 0.23 0.36
N 2.60 0.96 1.37
C 2.18 0.84 2.58
S 0.91 -0.20 3.15
S 3.03 1.80 3.78
C 3.11 3.43 2.90
C 2.03 4.31 3.45
C 2.35 5.33 4.34
C 1.35 6.07 4.93
C 0.02 5.82 4.63
C -0.30 4.82 3.72
C 0.70 4.06 3.14
C 1.98 2.20 -0.98
C 2.81 2.99 -1.76
C 2.69 4.37 -1.77
C 1.70 4.98 -1.00
C 0.83 4.22 -0.25
C 0.94 2.81 -0.19
O 0.14 2.12 0.53
H 2.73 -1.07 -1.79
H 1.25 -0.34 -2.44
H 2.81 0.38 -2.83
H 4.10 3.84 3.09
H 2.99 3.21 1.84
H 3.38 5.52 4.57
H 1.60 6.84 5.65
H -0.76 6.39 5.10
H -1.33 4.61 3.48
H 0.44 3.27 2.46
H 3.60 2.52 -2.33
H 3.37 4.97 -2.35
H 1.60 6.05 -1.00
H 0.04 4.68 0.33
O -4.14 -0.18 0.26
S -2.80 -0.68 0.38
O -2.15 -0.39 1.68
O -1.89 -0.35 -0.73
C -2.90 -2.48 0.32
C -4.11 -3.12 0.50
C -4.18 -4.50 0.39
C -3.04 -5.22 0.06
C -1.83 -4.57 -0.11
C -1.75 -3.19 0.05
P -0.12 -2.37 -0.10
C 0.87 -3.30 1.12
C 0.29 -3.93 2.21
C 1.08 -4.50 3.19
C 2.46 -4.42 3.10
C 3.05 -3.75 2.03
C 2.26 -3.19 1.05
C 0.31 -3.03 -1.74
C 1.12 -4.14 -1.95
C 1.39 -4.54 -3.25
C 0.84 -3.86 -4.33
C 0.02 -2.77 -4.11
C -0.25 -2.35 -2.82
H -4.99 -2.52 0.72
H -5.12 -5.01 0.56
H -3.09 -6.29 -0.05
H -0.94 -5.14 -0.35
H -0.79 -3.97 2.30
H 0.62 -4.99 4.03
H 3.08 -4.86 3.86
H 4.12 -3.66 1.98
H 2.70 -2.64 0.23
H 1.53 -4.68 -1.11
H 2.03 -5.40 -3.42
H 1.06 -4.19 -5.33
H -0.41 -2.24 -4.95
H -0.90 -1.51 -2.63
*
```

The calculation puts the molecular weight at 756.9 g mol⁻¹. The energy above the lowest of the compared OMol25 structures with the same formula, charge and spin comes out at 2.3600 eV. As for the lowest unoccupied orbital energy (spin up / spin down): -1.6 / -1.5 eV. For the HOMO energy (spin up / spin down), the calculation gives -0.2816 / -0.2808 Eh. The expectation value of S² is 0.780.

=====

Entry 5:
# C34H28NO23PS

A cluster of 6 separate species, C34H28NO23PS in total at a distorted geometry (the ωB97M-V functional and the def2-TZVPD basis, OMol25).

ORCA input file:
```
! wB97M-V def2-TZVPD RIJCOSX def2/J DEFGRID3
* xyz 0 1
O 3.78 3.56 1.59
C 3.35 4.69 1.56
C 1.89 5.10 1.51
C 1.88 6.53 2.07
C 3.36 6.88 2.33
P 3.91 7.02 4.08
O 4.35 8.56 4.21
O 2.63 6.84 5.02
S 5.33 5.83 4.55
N 4.08 5.86 1.60
H 1.56 5.05 0.48
H 1.36 4.35 2.09
H 1.54 7.17 1.27
H 1.19 6.62 2.89
H 3.56 7.84 1.85
H 3.69 9.07 4.68
H 1.85 7.31 4.73
H 5.07 5.76 1.78
O 4.75 -0.27 2.27
C 3.62 -0.36 2.69
C 2.57 0.62 2.44
C 1.36 0.43 2.97
O 0.34 1.27 2.79
C 1.04 -0.76 3.82
O -0.10 -0.82 4.27
C 2.07 -1.75 4.07
C 3.29 -1.56 3.54
O 4.29 -2.40 3.71
H 2.82 1.48 1.83
H -0.41 0.89 3.29
H 1.82 -2.60 4.68
H 5.05 -2.02 3.23
O -0.43 2.10 9.88
C 0.28 1.36 9.24
C 0.89 1.71 7.97
C 1.65 0.81 7.33
O 2.24 1.04 6.17
C 1.90 -0.57 7.88
O 2.58 -1.31 7.21
C 1.30 -0.92 9.16
C 0.55 -0.02 9.80
O -0.04 -0.25 10.96
H 0.71 2.70 7.58
H 2.73 0.23 5.95
H 1.49 -1.91 9.55
H -0.52 0.57 11.19
O -2.17 -2.81 2.36
C -2.98 -2.12 1.78
C -3.59 -2.49 0.51
C -4.46 -1.66 -0.07
O -5.07 -1.92 -1.22
C -4.83 -0.34 0.54
O -5.62 0.36 -0.07
C -4.24 0.03 1.81
C -3.37 -0.81 2.40
O -2.78 -0.55 3.55
H -3.31 -3.44 0.07
H -5.64 -1.15 -1.40
H -4.53 0.97 2.25
H -2.18 -1.30 3.75
O -2.84 -2.09 -7.52
C -2.59 -2.21 -6.33
C -1.36 -1.79 -5.71
C -1.19 -1.98 -4.39
O -0.10 -1.63 -3.74
C -2.24 -2.64 -3.54
O -1.99 -2.79 -2.36
C -3.48 -3.05 -4.16
C -3.66 -2.85 -5.48
O -4.76 -3.19 -6.13
H -0.61 -1.32 -6.33
H -0.24 -1.89 -2.81
H -4.24 -3.50 -3.54
H -4.61 -2.93 -7.06
O 0.71 -6.09 -12.51
C -0.03 -5.28 -11.99
C 0.09 -4.82 -10.62
C -0.79 -3.93 -10.15
O -0.77 -3.46 -8.92
C -1.91 -3.39 -10.99
O -2.66 -2.60 -10.45
C -2.03 -3.84 -12.37
C -1.14 -4.72 -12.84
O -1.16 -5.18 -14.08
H 0.90 -5.22 -10.03
H -1.53 -2.84 -8.84
H -2.83 -3.43 -12.97
H -0.42 -5.81 -14.15
*
```

The calculation puts the molecular weight at 881.6 g mol⁻¹. Its SMILES is O=C1CC[C@@H](P(O)(O)=S)N1.O=C1C=C(O)C(=O)C=C1O.O=C1C=C(O)C(=O)C=C1O.O=C1C=C(O)C(=O)C=C1O.O=C1C=C(O)C(=O)C=C1O.O=C1C=C(O)C(=O)C=C1O. As for the lowest unoccupied orbital energy: -1.7 eV. For the HOMO energy, the calculation gives -0.3412 Eh.

=====

Entry 6:
# C34H28NO3P

A cluster of 2 separate species, C34H28NO3P in total at a distorted geometry (the ωB97M-V functional and the def2-TZVPD basis, OMol25).

ORCA input file:
```
! wB97M-V def2-TZVPD RIJCOSX def2/J DEFGRID3
* xyz 0 1
C 2.91 -2.33 3.60
C 1.82 -2.12 4.45
C 0.83 -1.21 4.10
C 0.92 -0.52 2.88
P -0.37 0.70 2.44
C -1.84 -0.31 2.80
C -2.76 0.02 3.80
C -3.79 -0.86 4.13
C -3.94 -2.07 3.42
C -3.06 -2.38 2.38
C -2.03 -1.49 2.05
C -0.04 2.05 3.54
C -0.76 3.23 3.49
N -1.36 4.25 3.51
O -0.35 1.08 1.00
C 2.02 -0.71 2.03
C 3.01 -1.63 2.39
H 3.69 -3.04 3.88
H 1.74 -2.67 5.39
H -0.02 -1.04 4.76
H -2.65 0.97 4.33
H -4.48 -0.61 4.94
H -4.74 -2.76 3.68
H -3.16 -3.32 1.82
H -1.35 -1.72 1.23
H 0.71 1.89 4.33
H 2.08 -0.14 1.10
H 3.86 -1.79 1.73
C 0.36 9.33 5.34
O 1.67 8.76 5.10
C 1.77 7.80 4.15
C 2.83 6.85 4.29
C 2.75 5.67 3.60
C 1.75 5.46 2.58
C 1.76 4.24 1.87
C 1.15 3.96 0.60
C 1.93 3.31 -0.39
C 1.38 2.91 -1.59
C 0.01 3.11 -1.82
O -0.52 2.63 -3.02
C -0.95 3.55 -3.98
C -0.48 3.33 -5.28
C -0.57 4.37 -6.20
C -1.23 5.56 -5.86
C -1.81 5.70 -4.60
C -1.72 4.67 -3.65
C -0.80 3.73 -0.86
C -0.21 4.25 0.28
C 0.85 6.53 2.31
C 0.84 7.67 3.08
H 0.45 9.82 6.32
H 0.11 10.08 4.58
H -0.42 8.56 5.38
H 3.61 7.06 5.02
H 3.49 4.89 3.78
H 2.44 3.49 2.26
H 2.99 3.14 -0.18
H 1.97 2.38 -2.34
H -0.01 2.38 -5.52
H -0.14 4.25 -7.20
H -1.31 6.37 -6.59
H -2.36 6.61 -4.34
H -2.22 4.75 -2.69
H -1.89 3.75 -0.98
H -0.81 4.81 0.99
H 0.13 6.43 1.50
H 0.08 8.44 2.94
*
```

The calculation puts the molecular weight at 529.6 g mol⁻¹. As for the lowest unoccupied orbital energy: -2.2 eV. For the HOMO energy, the calculation gives -0.2503 Eh.